[1]
Here is a molecular structure, C9H10BrCl2N3PS from the OMol25 dataset. Energies are from ωB97M-V/def2-TZVPD.

Atoms and positions in Å:
C  2.684  2.742  -0.091
C  1.353  2.068  -0.438
Cl  1.550  1.104  -1.934
C  0.819  1.222  0.743
Cl  -0.175  2.333  1.742
C  0.155  -0.088  0.421
C  0.895  -1.190  0.721
C  0.415  -2.471  0.404
N  1.047  -3.649  0.616
S  0.018  -4.766  0.134
N  -1.153  -3.910  -0.485
C  -0.853  -2.611  -0.220
C  -1.610  -1.478  -0.526
C  -1.119  -0.229  -0.215
P  -2.199  1.097  -0.776
N  -3.570  0.623  -1.388
H  2.809  2.815  0.990
H  2.738  3.740  -0.526
H  3.512  2.154  -0.484
H  0.611  2.823  -0.690
H  1.669  0.976  1.375
H  1.865  -1.093  1.194
H  -2.580  -1.567  -0.999
H  -1.402  1.778  -1.719
H  -2.339  2.015  0.269
H  -4.358  1.010  -0.886
Br  -0.783  -5.450  2.768

Calculated values
calculated total energy = -4747.23152 Eh
lowest unoccupied orbital energy = 0.0901 Ha
highest occupied orbital energy = -4.24 eV
gap between HOMO and LUMO = 6.7 eV
F_max = 0.017 Eh/bohr
total charge = -1

***

[2]
Here is 2 unconnected molecules or ions with the total composition C9H10Cl2Si in a non-equilibrium geometry from the OMol25 dataset. Energies are from ωB97M-V/def2-TZVPD.

Atoms and positions in Å:
C  -2.871  -0.501  -1.903
C  -1.930  -1.507  -1.959
C  -2.333  0.646  -1.308
C  -0.596  -1.363  -1.723
C  -1.026  0.845  -1.016
C  -0.110  -0.169  -1.226
C  1.143  1.181  2.536
C  1.256  -0.254  2.722
C  2.145  0.405  1.838
Si  1.667  0.174  -0.840
Cl  2.224  1.709  -1.989
Cl  2.921  -1.411  -1.272
H  -3.870  -0.549  -2.159
H  -2.206  -2.458  -2.191
H  -3.212  1.306  -1.020
H  0.070  -2.226  -1.612
H  -0.738  1.625  -0.363
H  0.410  1.618  1.949
H  1.324  1.925  3.378
H  1.912  -0.563  3.590
H  0.587  -0.953  2.451
H  3.235  0.520  2.116

Calculated values
calculated total energy = -1558.76867 Eh
lowest unoccupied orbital energy = 0.0013 Ha
energy relative to the best compared isomer or geometry (same formula, charge and spin) = 391.3 kJ/mol
highest occupied orbital energy = -8.47 eV
gap between HOMO and LUMO = 8.5 eV
F_max = 0.109 Eh/bohr